{
  "formula": "C4H7FO",
  "method": "the ωB97M-V functional and the def2-TZVPD basis",
  "relative_energy_kcal_mol": 180.7,
  "energy_ev": -9018.43435,
  "charge": 0,
  "e_homo_ev": -9.07,
  "homo_lumo_gap_ev": 9.6,
  "species": ["C", "C", "C", "C", "H", "H", "H", "H", "H", "H", "H", "O", "F"],
  "positions_angstrom": [[0.389, -2.240, 0.882], [0.109, -0.194, 0.021], [-0.536, 0.663, -0.593], [-0.379, 2.169, -0.643], [1.770, -1.486, 0.552], [0.069, -2.109, 2.180], [0.113, -3.333, 0.214], [1.367, -0.226, -0.056], [-1.565, 0.160, -0.834], [-1.080, 2.780, 0.261], [-0.719, 2.528, -1.773], [-0.549, -1.383, 0.109], [1.010, 2.670, -0.320]],
  "forces_ev_per_angstrom": [[-0.6449, -0.6025, -0.7274], [5.7237, -3.6155, 0.1768], [-5.6882, 5.8346, -2.2240], [-0.7083, 2.4319, -0.1979], [-3.5150, -3.2758, 1.4043], [1.3094, -0.8296, -4.1475], [1.5339, 2.8175, 2.9700], [-3.5805, 0.5201, 1.0906], [1.3520, 2.0792, 0.1437], [1.9678, -2.0162, -2.9321], [1.1701, -0.4028, 3.1145], [3.8478, -1.5255, 2.3284], [-2.7678, -1.4153, -0.9991]]
}


{
  "formula": "C4H7FO",
  "method": "the ωB97M-V functional and the def2-TZVPD basis",
  "relative_energy_kcal_mol": 32.0,
  "energy_ev": -9024.88318,
  "charge": 0,
  "e_homo_ev": -8.81,
  "homo_lumo_gap_ev": 9.9,
  "species": ["C", "C", "C", "C", "H", "H", "H", "H", "H", "H", "H", "O", "F"],
  "positions_angstrom": [[1.218, 1.445, 0.081], [-0.299, -0.292, -0.280], [-1.781, -0.456, -0.050], [0.560, -1.329, -0.047], [2.092, 1.012, -0.434], [1.197, 2.544, 0.078], [1.320, 1.091, 1.151], [-2.097, 0.248, 0.764], [-2.410, -0.175, -0.933], [-2.021, -1.441, 0.289], [0.323, -2.396, 0.166], [-0.021, 1.007, -0.527], [1.919, -1.258, -0.258]],
  "forces_ev_per_angstrom": [[0.3376, -0.1619, 0.6168], [-0.1358, -1.6407, 0.9138], [-0.4220, 1.1863, 0.0776], [-0.4022, 0.1285, -0.7653], [-0.4140, 0.5451, -0.0269], [0.1237, -0.4782, -0.2055], [-0.5154, 0.3097, -1.0343], [0.3711, -0.5245, -0.6432], [0.7281, -0.3669, 0.5336], [-0.2141, -0.7242, -0.0225], [-0.3768, 1.3082, -0.0951], [1.4162, 0.0447, 0.5193], [-0.4964, 0.3738, 0.1316]]
}